C45H40N3O4P3V as an isolated structure at a distorted geometry, computed with ωB97M-V with the def2-TZVPD basis set.

Values from the calculation:
HOMO-LUMO gap (alpha / beta) (hartree): 0.285 / 0.315
Net charge: +1
Multiplicity: 3
⟨S²⟩: 2.017
Energy above the lowest of the compared OMol25 structures with the same formula, charge and spin (kcal/mol): 36.34

Element x y z (Å)
V -0.4802 -0.2464 -0.5365
C -0.3741 0.1662 4.0925
N -0.7639 0.0344 2.6865
P -1.0762 1.3629 1.6641
C -2.4519 2.2431 2.4605
C -2.7926 3.5022 1.9639
C -3.8672 4.1973 2.4914
C -4.6095 3.6496 3.5292
C -4.2715 2.4053 4.0357
C -3.2009 1.7016 3.5020
C 0.2560 2.5945 1.7551
C 0.7565 3.1290 2.9407
C 1.7620 4.0802 2.9119
C 2.2583 4.5339 1.6976
C 1.7403 4.0395 0.5112
C 0.7493 3.0709 0.5426
P -0.7335 -1.4552 1.8642
C -2.0256 -2.4677 2.6201
C -3.3182 -1.9493 2.6953
C -4.3519 -2.7170 3.2014
C -4.1098 -4.0192 3.6177
C -2.8346 -4.5532 3.5151
C -1.7939 -3.7845 3.0132
C 0.8148 -2.3244 2.2262
C 1.3128 -2.5525 3.5090
C 2.5207 -3.2063 3.6864
C 3.2370 -3.6615 2.5873
C 2.7354 -3.4740 1.3100
C 1.5330 -2.8070 1.1349
H -0.7924 1.0817 4.5069
H 0.7111 0.1845 4.1980
H -0.7860 -0.6637 4.6713
H -2.2048 3.9510 1.1706
H -4.1194 5.1737 2.0991
H -5.4438 4.1976 3.9464
H -4.8371 1.9782 4.8536
H -2.9414 0.7366 3.9150
H 0.3586 2.8161 3.8969
H 2.1534 4.4762 3.8395
H 3.0419 5.2799 1.6794
H 2.1065 4.4039 -0.4403
H 0.3550 2.6908 -0.3956
H -3.5258 -0.9483 2.3382
H -5.3503 -2.3037 3.2585
H -4.9188 -4.6203 4.0112
H -2.6433 -5.5713 3.8272
H -0.8028 -4.2116 2.9419
H 0.7565 -2.2352 4.3806
H 2.9015 -3.3663 4.6862
H 4.1814 -4.1694 2.7319
H 3.2767 -3.8395 0.4469
H 1.1571 -2.6657 0.1259
N -2.5300 2.0114 -2.0403
N -3.1599 0.9741 -2.7276
C -2.8496 -0.3430 -2.5115
O -3.2819 -1.2603 -3.1582
O -2.0093 -0.5048 -1.4883
H -3.1996 2.5224 -1.4782
H -2.0650 2.6331 -2.6914
H -3.8348 1.1593 -3.4532
O 2.9803 0.2394 1.4715
C 2.4814 0.0181 0.3979
O 1.1924 0.1095 0.1963
C 3.2868 -0.3824 -0.8072
C 4.6538 -0.5270 -0.5834
C 5.5126 -0.9009 -1.6024
C 5.0048 -1.1406 -2.8691
C 3.6461 -0.9978 -3.1047
C 2.7685 -0.6180 -2.0893
P 1.0168 -0.4096 -2.5548
C 0.9473 1.1754 -3.4251
C -0.1314 1.4341 -4.2717
C -0.2618 2.6787 -4.8653
C 0.6718 3.6762 -4.6090
C 1.7436 3.4222 -3.7673
C 1.8857 2.1742 -3.1766
C 0.6013 -1.6789 -3.7648
C 0.9212 -1.5738 -5.1194
C 0.5708 -2.5875 -5.9937
C -0.1047 -3.7070 -5.5249
C -0.4399 -3.8107 -4.1842
C -0.0938 -2.7954 -3.3068
H 5.0215 -0.3396 0.4162
H 6.5718 -1.0066 -1.4097
H 5.6593 -1.4397 -3.6770
H 3.2651 -1.1968 -4.0978
H -0.8612 0.6603 -4.4833
H -1.0869 2.8687 -5.5404
H 0.5686 4.6462 -5.0772
H 2.4804 4.1916 -3.5771
H 2.7311 1.9813 -2.5270
H 1.4275 -0.6920 -5.4939
H 0.8158 -2.5025 -7.0440
H -0.3845 -4.4941 -6.2124
H -0.9909 -4.6687 -3.8243
H -0.3959 -2.8664 -2.2680

***

C20H18F4N5SbSe4Zn as an isolated structure, computed with ωB97M-V with the def2-TZVPD basis set.

Values from the calculation:
HOMO-LUMO gap (hartree): 0.192
Net charge: -2
Energy above the lowest of the compared OMol25 structures with the same formula, charge and spin (kcal/mol): 3.42

Element x y z (Å)
Zn -1.2240 0.1424 0.7706
C 0.0909 -2.6494 1.4080
N -1.2288 -2.1190 1.1079
C -2.1581 -2.4178 2.1882
C -1.7169 -2.5484 -0.1930
C -3.0152 -1.8392 -0.5577
N -2.8582 -0.4219 -0.3226
C -3.9236 0.3732 -0.5014
C -3.7523 1.7837 -0.4685
F -2.5142 2.2556 -0.3044
C -4.7802 2.6733 -0.6355
F -4.5168 3.9859 -0.5954
C -6.0844 2.2562 -0.8720
C -6.2720 0.8945 -0.9422
F -7.5108 0.4087 -1.1827
C -5.2481 -0.0164 -0.7750
F -5.5715 -1.3353 -0.8872
H 0.0662 -3.7424 1.5458
H 0.7731 -2.4173 0.5906
H 0.4690 -2.1783 2.3166
H -2.3460 -3.5011 2.2639
H -1.7346 -2.0528 3.1229
H -3.1022 -1.8981 2.0301
H -0.9448 -2.2940 -0.9215
H -1.8638 -3.6423 -0.2343
H -3.2274 -2.0630 -1.6133
H -3.8452 -2.2769 0.0161
H -6.8955 2.9565 -0.9907
Se 2.8476 0.9783 3.5839
Sb 1.0271 2.4834 2.8733
Se -0.9961 0.8616 2.9671
Se 1.3751 3.1430 0.5292
Se 0.5101 4.2895 4.4037
N 9.1683 1.2172 -0.5455
C 8.0280 1.0806 -0.6171
C 6.6091 0.8830 -0.7239
C 6.1099 0.1241 -1.7825
C 4.7494 -0.0892 -1.8887
C 3.8907 0.4666 -0.9452
C 4.3755 1.2414 0.1019
C 5.7402 1.4342 0.2163
N 2.4996 0.2525 -1.0534
C 1.7749 0.0538 -2.2170
C 0.4801 -0.0659 -1.8311
N 0.4028 0.0481 -0.4649
C 1.6238 0.2598 -0.0237
H 6.7897 -0.3038 -2.5068
H 4.3573 -0.7012 -2.6899
H 3.7018 1.6861 0.8265
H 6.1206 2.0246 1.0386
H 2.2316 0.0840 -3.1893
H -0.4041 -0.1707 -2.4374
H 1.9224 0.4027 1.0124

***

C27H35N4O6PY as an isolated structure at a distorted geometry, computed with ωB97M-V with the def2-TZVPD basis set.

Values from the calculation:
HOMO-LUMO gap (hartree): 0.200
Net charge: +1

Element x y z (Å)
O -1.3563 -0.0907 -5.1407
H -1.1138 0.2033 -6.0313
Y -1.2112 0.5343 -2.3023
N -1.1552 2.4197 -0.6687
N 0.5857 1.6925 -2.3136
N -2.4567 -0.3706 -0.6528
N -1.3773 -1.5718 -2.7698
O -2.0000 2.5036 0.3258
O -2.7432 0.1719 0.5502
O -0.7573 -2.2201 -3.8463
O 1.1816 1.0845 -3.3012
C 0.9644 2.7807 -1.6167
C 0.0027 3.1506 -0.6102
C -2.6473 -1.7077 -0.7587
C -2.0518 -2.3614 -1.8995
C 0.2527 4.1080 0.5023
H 0.6098 3.5724 1.3955
H -0.6681 4.6514 0.7551
H 1.0229 4.8130 0.1767
C 2.2276 3.4811 -1.9292
H 2.2308 3.7351 -3.0000
H 3.0799 2.8123 -1.7304
H 2.3290 4.4047 -1.3360
C -3.2713 -2.4762 0.3547
C -2.0840 -3.8307 -2.0645
H -3.8694 -1.8575 1.0316
H -2.4980 -2.9733 0.9607
H -3.9144 -3.2537 -0.0756
H -1.4971 -4.0428 -2.9677
H -3.1154 -4.1909 -2.1922
H -1.6432 -4.3430 -1.1945
H -2.4235 1.2014 0.4648
H -0.8668 -1.5471 -4.5805
C -2.2202 1.0759 -4.4852
H -1.4891 1.8053 -4.0456
H -2.8684 0.5371 -3.7561
H -2.8893 1.6663 -5.1491
O -4.5337 2.8789 -1.4972
H -4.9677 2.0172 -1.2969
H -3.7386 2.7661 -0.8585
C 1.2002 2.9436 4.2517
C 2.3193 2.5850 3.4943
C 2.2074 1.6425 2.4697
C 0.9704 1.0228 2.1994
C -0.1663 1.4559 2.9136
C -0.0453 2.3822 3.9503
P 0.7599 -0.1950 0.8376
C 2.4982 -0.7168 0.6309
C 3.1386 -0.4729 -0.6033
C 4.4834 -0.7903 -0.7497
C 5.1997 -1.3807 0.2926
C 4.5589 -1.6481 1.5147
C 3.2108 -1.3243 1.6760
C 0.1069 -1.7298 1.6249
C 0.2959 -2.9418 0.9285
C -0.1471 -4.1478 1.4723
C -0.8024 -4.1601 2.7102
C -1.0300 -2.9587 3.3844
C -0.5680 -1.7505 2.8547
H 1.2962 3.6694 5.0632
H 3.2960 3.0226 3.7136
H 3.0933 1.3714 1.8900
H -1.1502 1.0520 2.6609
H -0.9279 2.6484 4.5365
H 2.5692 -0.0308 -1.4254
H 4.9788 -0.5833 -1.7060
H 6.2562 -1.6261 0.1714
H 5.1053 -2.1155 2.3335
H 2.7152 -1.5345 2.6309
H 0.8400 -2.9395 -0.0211
H 0.0553 -5.0817 0.9436
H -1.1297 -5.1079 3.1426
H -1.5437 -2.9582 4.3470
H -0.7037 -0.8318 3.4202

***

A 15-piece molecular cluster, C5H39NO15 overall at a distorted geometry, computed with ωB97M-V with the def2-TZVPD basis set.

Values from the calculation:
HOMO-LUMO gap (hartree): 0.367
Net charge: 0
Energy above the lowest of the compared OMol25 structures with the same formula, charge and spin (kcal/mol): 82.80

Element x y z (Å)
C 1.5835 1.4205 -3.0260
N 0.8912 0.3528 -3.5027
C 1.7180 -0.8707 -3.6732
C -1.3648 1.2888 -3.2634
C -0.4557 0.0632 -3.0231
C -0.5817 -0.4090 -1.5707
O 1.2814 2.1689 -2.1128
H 2.5565 1.5047 -3.4931
H 2.6517 -0.6771 -4.1865
H 1.9227 -1.2080 -2.6651
H 1.0910 -1.5647 -4.2264
H -1.8099 1.3308 -4.2523
H -2.2339 1.2018 -2.5923
H -0.8941 2.1707 -2.8367
H -0.9604 -0.6932 -3.6220
H -0.5478 0.3448 -0.7903
H 0.3046 -1.0136 -1.3680
H -1.4399 -1.0462 -1.3652
H -1.1172 -2.9519 0.7343
H -0.3734 -3.3813 -0.4029
O -0.3497 -3.5612 0.5515
H -4.3646 -0.1377 1.7966
H -3.0479 0.0428 2.4644
O -3.7848 -0.6121 2.4143
H 3.0160 3.1246 0.7137
H 3.2680 1.9304 -0.1592
O 3.7022 2.7177 0.1794
H 0.6255 2.6179 0.4696
H 1.0176 1.6131 -0.4015
O 1.0724 1.7581 0.5727
H 3.9348 -0.1726 2.0391
H 4.5195 0.9054 0.9360
O 4.6276 0.0757 1.4196
H -1.2203 -1.2940 1.3214
H 0.0481 -1.0897 2.1845
O -0.6507 -0.6128 1.7233
H 3.2413 -0.1429 -0.0650
H 3.0295 -1.6514 -0.4774
O 2.8275 -0.7401 -0.7010
H 2.2317 -0.9514 2.6121
H 2.6788 -1.0318 4.0684
O 2.1955 -0.4667 3.4515
H -1.6713 1.9803 2.9977
H -2.5793 1.8715 4.1912
O -2.5672 1.6717 3.2469
H -4.4887 -0.8569 -1.6630
H -4.1606 0.4848 -0.8687
O -4.6730 -0.3387 -0.8772
H -3.2053 -1.7431 1.7296
H -3.3815 -2.5623 0.3557
O -2.6954 -2.2699 0.9644
H -2.3036 2.1637 0.3185
H -3.3085 2.4744 -0.8706
O -3.1663 1.9775 -0.0609
H 1.2753 -3.3021 1.1492
H 2.5422 -3.6385 1.8666
O 2.1046 -2.8693 1.4821
H 0.3589 0.8266 3.6848
H 0.9266 2.0230 2.9848
O 0.1534 1.7550 3.4937

***

One molecule with the formula C4H9N5O at a distorted geometry, computed with ωB97M-V with the def2-TZVPD basis set.

Values from the calculation:
SMILES: CN(C)n1nnn(C)c1=O
HOMO-LUMO gap (hartree): 0.343
Net charge: 0
Energy above the lowest of the compared OMol25 structures with the same formula, charge and spin (kcal/mol): 44.67

Element x y z (Å)
C 0.5992 1.6658 -2.0223
N 0.9430 0.4902 -1.2318
C 1.6018 -0.6924 -1.7560
N -0.0746 0.1876 -0.3179
N -1.3780 0.3326 -0.3964
N -1.9701 0.0945 0.6901
N -1.0929 -0.3322 1.6619
C -1.5118 -0.9409 2.8512
C 0.1764 -0.3392 1.2398
O 1.2092 -0.7104 1.7105
H 0.3676 2.5997 -1.3197
H 1.2725 2.1608 -2.7063
H -0.2979 1.5015 -2.5705
H 0.8547 -1.4536 -2.0673
H 2.2576 -0.4648 -2.5290
H 2.2258 -1.0108 -0.9032
H -2.5069 -1.3623 2.7163
H -0.8926 -1.6034 3.3264
H -1.7831 -0.1226 3.6242

***

C25H19I2MnN3OS as an isolated structure, computed with ωB97M-V with the def2-TZVPD basis set.

Values from the calculation:
HOMO-LUMO gap (alpha / beta) (hartree): 0.221 / 0.222
Net charge: -1

Element x y z (Å)
Mn -0.1231 -0.6176 -0.1159
I 4.1926 -3.1505 5.5074
C 2.7123 -2.2747 4.3131
C 1.3766 -2.3811 4.6751
C 0.4161 -1.8040 3.8718
I -1.6023 -1.9660 4.3803
C 0.7113 -1.0995 2.6705
O -0.2057 -0.5899 1.9501
C 2.1052 -0.9998 2.3593
C 2.5171 -0.1774 1.1719
N 1.9618 -0.7231 -0.0774
C 2.4671 -0.0773 -1.2888
C 1.5049 -0.2524 -2.4330
C 1.9134 -0.1986 -3.7558
C 0.9671 -0.2929 -4.7629
C -0.3624 -0.4511 -4.4074
C -0.6896 -0.5174 -3.0651
N 0.2187 -0.4173 -2.0931
C 3.0669 -1.5853 3.1631
H 1.0867 -2.9146 5.5700
H 3.6132 -0.1248 1.1258
H 2.1180 0.8341 1.2728
H 2.1742 -1.7171 -0.1129
H 3.4644 -0.4349 -1.5718
H 2.5438 0.9911 -1.0877
H 2.9652 -0.0828 -3.9846
H 1.2626 -0.2508 -5.8033
H -1.1402 -0.5349 -5.1538
H -1.7097 -0.6602 -2.7330
H 4.1125 -1.4883 2.8924
C -4.3565 -1.0981 0.3553
C -4.8352 0.2036 0.3297
C -3.9451 1.2356 0.1171
C -2.5880 0.9627 -0.0757
N -2.1377 -0.3057 -0.0569
C -3.0041 -1.3005 0.1611
C -1.5534 2.0028 -0.2477
C -1.9256 3.3315 -0.4685
C -0.9668 4.3257 -0.5487
C 0.3655 3.9718 -0.3864
C 0.7134 2.6401 -0.1908
C -0.2070 1.5792 -0.1374
H -5.0056 -1.9435 0.5362
H -5.8862 0.4115 0.4902
H -4.2887 2.2593 0.1289
H -2.5783 -2.2942 0.1852
H -2.9685 3.6040 -0.5866
H -1.2530 5.3559 -0.7238
H 1.1362 4.7359 -0.4147
H 1.7763 2.4493 -0.0566
S 0.0347 -3.8678 -0.5869
C -0.1652 -2.3001 -0.3004

***

One molecule with the formula C18H17NO2 at a distorted geometry, computed with ωB97M-V with the def2-TZVPD basis set.

Values from the calculation:
SMILES: c1ccc2c(c1)C[C@H](c1ccc(C3=NCCO3)cc1)CO2
HOMO-LUMO gap (hartree): 0.321
Net charge: 0
Energy above the lowest of the compared OMol25 structures with the same formula, charge and spin (kcal/mol): 83.60

Element x y z (Å)
C 0.9095 1.6190 -5.6810
C 2.1761 1.0799 -5.8567
C 2.6976 0.2755 -4.9041
C 2.0783 0.0316 -3.6799
C 0.8469 0.5977 -3.2930
C 0.2626 1.3851 -4.4363
C 0.1673 0.3870 -1.9387
C 0.9130 -0.7837 -1.2649
C 0.3235 -0.7679 0.1622
C 0.9737 -0.1911 1.3061
C 0.3149 -0.1267 2.5480
C -0.9489 -0.7286 2.8153
C -1.7271 -0.5578 4.0512
N -3.0049 -0.7124 4.1361
C -3.4513 -0.1397 5.5352
C -2.1846 0.3444 6.1209
O -1.1837 0.1447 5.1057
C -1.5081 -1.2845 1.6635
C -0.9448 -1.3280 0.3333
C 2.4309 -0.6582 -1.4432
O 2.8327 -0.6855 -2.8732
H 0.5135 2.2063 -6.5019
H 2.7642 1.3992 -6.7155
H 3.6689 -0.1193 -4.9411
H -0.7238 1.7573 -4.2899
H 0.2937 1.2381 -1.2400
H -0.9079 0.1443 -2.1693
H 0.4631 -1.7635 -1.7808
H 2.0197 0.2030 1.2594
H 0.6101 0.4731 3.4356
H -4.1265 0.6683 5.4836
H -3.8893 -0.9510 6.1239
H -1.8315 -0.0419 7.0830
H -2.2865 1.4748 6.3717
H -2.5815 -1.6684 1.8577
H -1.6723 -1.7937 -0.4182
H 2.7502 0.2747 -1.1079
H 2.9624 -1.4021 -0.8567

***

C4H6NO as an isolated structure at a distorted geometry, computed with ωB97M-V with the def2-TZVPD basis set.

Values from the calculation:
HOMO-LUMO gap (alpha / beta) (hartree): 0.307 / 0.274
Net charge: +1
Energy above the lowest of the compared OMol25 structures with the same formula, charge and spin (kcal/mol): 215.95

Element x y z (Å)
C 0.7983 0.2091 -0.3548
C -0.5311 -0.3640 -0.4056
C 1.1216 -0.6894 -1.5344
C -1.6769 -0.4344 0.5520
N 1.1925 0.7529 -1.7619
O -0.3642 -0.9955 -1.5386
H 1.4834 1.6864 1.0964
H -2.6006 -0.0287 -0.0121
H -1.4303 0.2012 1.4878
H -1.8462 -1.5998 0.8080
H 0.4498 1.2674 -2.3859
H 2.2086 1.1637 -1.7353

***

One molecule with the formula C26H26N4O4S, computed with ωB97M-V with the def2-TZVPD basis set.

Values from the calculation:
SMILES: COc1cccc(NC(=S)Nc2cc(C(=O)O)ccc2N2C[C@H]3C[C@@H](C2)c2cccc(=O)n2C3)c1
HOMO-LUMO gap (hartree): 0.304
Net charge: 0
Energy above the lowest of the compared OMol25 structures with the same formula, charge and spin (kcal/mol): 9.74

Element x y z (Å)
C 0.2700 -3.3647 -0.8588
O 0.2484 -1.9657 -1.0506
C 1.4033 -1.3371 -1.3747
C 2.6165 -1.9695 -1.6286
C 3.7334 -1.2103 -1.9347
C 3.6816 0.1684 -1.9329
C 2.4779 0.8057 -1.6387
N 2.4562 2.2075 -1.5486
C 1.9148 3.0234 -0.6138
S 1.9321 4.6620 -0.8771
N 1.3292 2.5695 0.5215
C 1.3473 1.2744 1.0811
C 2.5670 0.6289 1.1850
C 2.6567 -0.6797 1.6427
C 3.9273 -1.4126 1.6575
O 4.0475 -2.5787 1.9519
O 4.9851 -0.6670 1.2867
C 1.4868 -1.3235 2.0453
C 0.2820 -0.6682 2.0047
C 0.1566 0.6467 1.5246
N -1.0752 1.2551 1.5129
C -2.0672 0.9979 2.5302
C -3.4250 0.5999 1.9333
C -3.9145 1.7298 1.0353
C -2.8552 1.9120 -0.0434
C -1.4980 2.2837 0.5957
C -2.6897 0.6515 -0.8464
C -2.3010 0.7124 -2.1552
C -2.1361 -0.4753 -2.8898
C -2.3506 -1.6728 -2.2918
C -2.7325 -1.7664 -0.9146
O -2.9345 -2.8068 -0.3022
N -2.8905 -0.5425 -0.2457
C -3.3715 -0.6881 1.1197
C 1.3325 0.0547 -1.4322
H 0.5111 -3.8909 -1.7873
H -0.7378 -3.6303 -0.5426
H 0.9871 -3.6443 -0.0818
H 2.7014 -3.0428 -1.5913
H 4.6662 -1.7088 -2.1515
H 4.5672 0.7539 -2.1267
H 3.0166 2.7093 -2.2257
H 0.9250 3.3138 1.0747
H 3.4634 1.1517 0.8916
H 5.7849 -1.2143 1.3093
H 1.5458 -2.3464 2.3834
H -0.6012 -1.2089 2.3029
H -1.7115 0.2347 3.2195
H -2.2160 1.9234 3.1096
H -4.1191 0.4423 2.7643
H -4.0366 2.6522 1.6059
H -4.8762 1.4771 0.5851
H -3.1320 2.7245 -0.7212
H -0.7736 2.4024 -0.2060
H -1.6165 3.2444 1.1189
H -2.1340 1.6710 -2.6192
H -1.8419 -0.4193 -3.9272
H -2.2418 -2.6057 -2.8206
H -2.7403 -1.4404 1.6029
H -4.3757 -1.1263 1.0580
H 0.3750 0.5230 -1.2730

***

An isolated ion of composition C2H8N3O2S and charge -1 at a distorted geometry, computed with ωB97M-V with the def2-TZVPD basis set.

Values from the calculation:
HOMO-LUMO gap (hartree): 0.251
Net charge: -1
Energy above the lowest of the compared OMol25 structures with the same formula, charge and spin (kcal/mol): 0.00

Element x y z (Å)
C 1.0132 0.9816 1.5650
C -2.0733 0.0738 -1.0256
N 0.2312 -0.2644 1.3244
N -0.7396 0.4816 -0.5389
N -0.0422 -0.5751 0.0340
O 1.0142 -2.0344 -1.8534
O 2.6404 -1.2219 -0.0848
S 1.5725 -0.9070 -1.0718
H 0.3529 1.8950 1.7879
H 1.7401 0.8873 2.3099
H 1.3886 1.2283 0.5906
H -2.8441 0.8286 -0.9705
H -1.9932 -0.2244 -2.0745
H -2.5366 -0.8317 -0.5890
H 0.4757 -1.0100 1.9293
H -0.1998 0.6927 -1.3325